Entry 1:
16
Properties=species:S:1:pos:R:3:forces:R:3:mulliken_charge:R:1 method="wB97M-V/def2-TZVPD" total_charge=-2
C 2.24243 -0.23950 0.42137 0.83 -2.09 -4.22 -0.9486
C -2.12539 -0.38355 -0.05615 -3.60 0.15 3.67 -0.8746
C 0.00124 -0.49728 0.65356 0.50 -0.21 1.03 -0.7137
O 0.63121 -0.52277 3.12431 -0.28 -1.53 0.09 -0.7181
O -1.51929 0.77798 2.63276 -0.36 -0.05 -0.59 -0.8094
O 0.84787 1.72412 2.26071 0.22 1.59 -1.07 -0.7686
O 1.14709 -1.11111 0.46044 -1.60 -1.25 0.13 0.0038
O -1.05469 -1.21730 0.33636 1.06 -0.85 -0.13 -0.0565
P -0.05955 0.54963 2.33018 0.27 0.54 1.70 0.9127
H 2.31562 0.44670 1.13381 0.02 2.50 3.58 0.3549
H 1.97212 0.27281 -0.49467 0.75 0.78 -0.65 0.3928
H 3.18600 -0.79933 0.25555 -0.70 -0.07 0.32 0.2122
H -1.76419 0.06033 -0.92291 0.04 1.20 -1.92 0.4798
H -2.34822 0.39027 0.86375 0.66 -1.64 -2.26 0.2209
H -3.11326 -1.03197 -0.18537 2.22 1.02 0.08 0.1684
H 0.17746 0.58355 -1.73786 -0.04 -0.09 0.25 0.1440

Entry 2:
28
Properties=species:S:1:pos:R:3:forces:R:3:mulliken_charge:R:1 method="wB97M-V/def2-TZVPD" smiles="Oc1ccc(O)n1O.CN=C=C(C)C"
O -0.59393 2.02859 0.97022 -0.17 -1.91 0.96 -0.5101
C -0.30196 0.88574 1.73590 -0.39 1.65 -1.73 0.2516
C 0.72850 0.70883 2.59972 -0.73 0.05 -0.86 -0.6005
C 0.54643 -0.63734 3.07385 0.65 -0.68 1.48 -0.7638
C -0.54877 -1.19554 2.49236 -0.40 0.26 -0.63 0.2941
O -1.34853 -2.29135 2.67988 0.60 -1.07 0.14 -0.5626
N -1.01784 -0.27002 1.57369 -0.41 -0.39 0.58 0.2770
O -2.18778 -0.32405 0.81978 -0.63 -0.54 -0.06 -0.4402
H -1.53733 1.90202 0.79474 -0.02 0.51 -0.30 0.3748
H 1.44645 1.53250 2.60749 0.12 -0.84 0.81 0.3874
H 1.01980 -1.13808 3.91694 0.22 0.29 -0.37 0.4119
H -0.86986 -3.15962 2.76491 -0.34 1.58 -0.21 0.3711
H -2.69630 -1.18093 0.95150 1.46 1.21 0.40 0.3705
C 0.41303 -2.43863 -0.59031 -1.80 -2.16 0.31 -0.2602
N 0.25610 -1.56781 -1.69795 -0.17 0.53 -0.95 -0.5165
C 0.30313 -0.34682 -1.75315 -0.40 -0.59 -0.78 0.6409
C 0.39337 0.85793 -2.27216 0.23 1.01 0.71 0.2201
C 1.77091 1.39636 -2.57506 -0.34 0.24 -0.19 -1.2933
C -0.66586 1.94573 -2.32390 -0.47 0.93 1.33 -1.0190
H 1.44597 -2.47302 -0.30808 0.55 -0.07 0.46 0.2901
H 0.08172 -3.55119 -0.88637 0.72 2.48 0.57 0.2371
H -0.24220 -2.09280 0.24053 0.73 -0.50 -0.37 0.0031
H 2.44292 0.63301 -2.89069 0.52 -0.77 -0.44 0.4287
H 1.60423 2.08658 -3.42580 0.65 0.04 0.66 0.3378
H 2.24998 1.82981 -1.67898 -0.39 0.45 -0.55 0.2518
H -0.20926 2.93914 -1.99514 -0.22 -1.20 -0.67 0.3125
H -1.08861 2.11176 -3.37009 0.17 -0.42 1.52 0.3141
H -1.39432 1.80920 -1.45383 0.28 -0.12 -1.86 0.1916

Entry 3:
66
Properties=species:S:1:pos:R:3:forces:R:3:mulliken_spin:R:1 method="wB97M-V/def2-TZVPD" spin_multiplicity=5 s_squared=6.01
Fe 3.94764 -19.97024 6.03336 1.27 1.29 -1.23 3.8076
Cl 4.97354 -18.28264 3.58390 1.72 2.22 -1.09 -0.0016
O 5.14069 -19.61309 4.01575 1.11 -5.79 0.13 0.0279
O 4.49631 -18.13768 2.23925 -0.34 -0.53 0.63 0.0045
O 4.01674 -17.92154 4.56467 -2.97 2.81 1.96 0.0191
O 6.21345 -17.59480 3.71843 -0.40 0.21 -0.11 0.0045
Cl 6.12102 -17.84254 7.80937 1.45 2.45 -3.44 0.0020
O 6.91675 -18.18745 8.95470 -0.41 0.62 -0.39 0.0046
O 5.29031 -16.67279 7.93045 -0.33 -0.26 1.74 0.0021
O 6.85544 -17.60514 6.56790 0.49 -0.90 1.89 0.0016
O 5.27238 -18.98262 7.54490 -2.48 -2.61 -0.20 0.0303
C 3.05633 -20.90717 10.97635 -0.75 -1.05 1.93 -0.0004
C 1.83250 -21.87097 10.89089 0.06 1.37 0.15 0.0003
O 1.72305 -21.98216 9.51188 0.27 -1.34 -3.92 0.0007
S 3.19169 -22.15674 8.72211 -0.24 -1.09 4.28 0.0079
O 3.20378 -21.33520 7.55735 -0.19 -0.49 0.37 0.0039
O 3.61991 -23.56429 8.67464 -1.01 3.56 -0.05 0.0022
O 3.91640 -21.35130 9.97453 1.19 -1.49 -2.52 0.0003
H 3.50503 -21.14029 11.94197 0.49 0.42 -0.08 0.0000
H 2.92207 -19.83186 10.85905 -0.62 -0.17 -0.01 0.0001
H 0.87221 -21.47166 11.21722 0.21 0.46 0.04 0.0000
H 1.89513 -22.84355 11.37902 0.78 -0.03 -0.01 0.0001
C 0.97994 -16.82011 9.18837 0.03 0.53 -0.82 0.0000
C 1.20107 -16.03219 7.86600 1.11 0.96 1.91 0.0000
O 0.88103 -16.87290 6.82831 -1.86 -4.07 -1.69 0.0000
S 0.84727 -18.48220 7.26314 1.72 0.61 0.36 0.0109
O 1.91758 -19.19815 6.51637 -2.70 1.76 1.98 0.0287
O -0.49499 -19.05824 7.29436 2.72 1.36 -0.17 0.0026
O 1.43603 -18.13860 8.81461 -1.08 -0.96 -1.49 -0.0001
H -0.05665 -16.81436 9.52534 -0.27 -0.35 -0.42 0.0000
H 1.52553 -16.44117 10.05257 0.61 -0.26 -0.42 0.0000
H 2.25615 -15.83917 7.67193 0.15 0.55 0.75 0.0001
H 0.59794 -15.12643 7.80341 0.01 -0.11 -0.01 0.0000
C 9.67677 -22.55350 5.47454 0.77 -0.63 1.92 -0.0002
C 10.00669 -21.71246 6.77430 0.78 0.49 -1.16 0.0001
O 8.79655 -21.13645 7.24117 -1.46 0.03 -1.63 0.0005
S 7.62625 -21.30146 5.98410 0.42 2.79 1.74 0.0023
O 7.80456 -20.20579 5.02509 -0.03 -3.30 1.85 -0.0004
O 6.32488 -21.48424 6.62538 2.05 -0.27 -1.33 0.0127
O 8.26681 -22.72597 5.61365 -1.09 0.27 -1.53 0.0002
H 10.14990 -23.52233 5.63454 -0.41 -0.20 -0.20 0.0000
H 10.02093 -22.21096 4.49867 -0.49 0.65 0.20 0.0000
H 10.75249 -20.96269 6.51018 -0.24 0.41 0.03 -0.0001
H 10.47746 -22.29889 7.56334 -0.52 -0.29 0.02 0.0000
C -1.50512 -19.81300 3.65448 -1.46 -0.98 -0.72 0.0000
C -1.57250 -20.97047 4.60720 0.88 -0.28 0.67 0.0001
O -0.19881 -21.46807 4.58976 0.15 -1.54 0.31 0.0007
S 0.78134 -20.74488 3.51734 -1.23 -1.36 1.93 0.0025
O 0.63036 -21.48829 2.28574 0.50 1.98 1.20 0.0008
O 2.06492 -20.51859 4.15559 -2.17 0.04 -1.58 0.0005
O -0.16677 -19.43596 3.71178 2.09 1.89 -1.52 0.0003
H -2.25340 -19.06245 3.90913 0.77 0.56 0.13 0.0000
H -1.75538 -20.16441 2.65349 0.08 0.09 -0.21 0.0000
H -2.32583 -21.70851 4.33172 0.43 -0.27 -0.17 0.0000
H -1.75316 -20.66084 5.63657 0.08 0.05 -0.03 0.0000
C 4.87103 -25.71538 4.98985 -0.94 -0.78 -0.79 -0.0001
C 4.19657 -25.37059 6.27394 1.86 -0.15 0.04 0.0003
O 2.99465 -24.71098 5.86247 0.32 1.25 -0.80 0.0003
S 3.39000 -23.64376 4.63882 -0.48 -0.22 -1.29 0.0040
O 3.75994 -22.32009 5.10130 0.51 -2.06 0.15 0.0144
O 2.33106 -23.61453 3.62462 2.42 -1.10 2.17 0.0006
O 4.80488 -24.55588 4.19703 -1.94 2.87 -0.10 0.0006
H 4.22252 -26.44034 4.49795 0.38 -0.57 -0.16 0.0000
H 5.90401 -26.05563 5.06267 -0.11 0.18 0.07 0.0000
H 4.90196 -24.72287 6.79452 -0.58 0.39 0.49 -0.0002
H 4.11262 -26.31139 6.81794 -1.10 0.39 0.28 0.0001

Entry 4:
24
Properties=species:S:1:pos:R:3:forces:R:3:mulliken_charge:R:1 method="wB97M-V/def2-TZVPD" total_charge=+1
C -4.64052 0.99313 -0.06226 2.50 -0.85 -0.80 -0.3004
C -4.23615 0.89385 -1.41225 -1.55 0.96 -1.70 -0.3268
C -3.71718 0.75508 0.97187 -0.26 0.89 -1.09 -0.5758
C -2.94374 0.49112 -1.80438 -1.72 -1.29 0.01 -0.3827
C -2.49337 0.26529 0.65657 1.11 -0.40 -1.62 -0.2828
C -2.08700 0.08480 -0.74019 -0.49 0.13 1.04 0.6042
C -0.87098 -0.52329 -0.93817 -0.92 0.04 -0.46 0.0407
C 0.28967 -0.95113 -1.13273 1.37 -1.02 -0.02 -0.4465
C 4.07992 -0.70850 -0.04450 -2.54 1.65 0.69 -0.7053
C 3.15779 0.29961 0.63360 1.64 0.18 0.58 0.1173
O 2.07169 0.58077 0.20802 -0.78 0.49 -0.04 -0.5422
H -5.60872 1.12364 0.30395 -1.68 0.78 -0.30 0.4411
H -4.99874 1.19849 -2.25932 1.60 -0.90 1.91 0.2895
H -3.98504 1.15901 1.91967 -0.07 -0.61 0.97 0.3975
H -2.85207 0.14347 -2.88392 0.58 1.01 1.54 0.3244
H -1.75475 -0.02386 1.37993 0.11 0.13 0.40 0.4338
H 6.13620 -1.16257 3.42404 0.34 0.23 -0.29 0.0056
H 0.78952 -1.94539 -1.34346 -0.99 1.41 0.25 0.3500
H 0.96191 -0.07281 -0.81745 0.07 -0.66 -0.40 0.4430
H 4.74712 -1.12996 0.65270 1.24 -0.29 0.36 0.3065
H 3.33723 -1.41244 -0.34417 0.01 -1.03 -0.83 0.1399
H 4.42772 -0.10977 -0.87372 0.81 -0.40 -0.37 0.2807
H 6.65250 -0.81352 2.99579 -0.34 -0.23 0.28 -0.0026
H 3.53700 0.86496 1.51035 -0.05 -0.22 -0.08 0.3909

Electronic energy / a.u.: -835.94984; -686.37915; -6673.98867; -463.66193